No. 1
# H80O40

40 unconnected molecules or ions with the total composition H80O40 in a non-equilibrium geometry (ωB97M-V/def2-TZVPD, OMol25).

Element x y z (Å)
1 H -4.517 3.257 2.837
2 H -4.355 2.787 1.433
3 O -4.090 2.690 2.336
4 H -1.638 6.170 0.184
5 H -1.165 5.182 -0.813
6 O -0.884 5.726 -0.069
7 H -0.361 -0.603 2.204
8 H 0.402 0.172 3.131
9 O 0.460 -0.683 2.665
10 H 2.166 -4.517 2.661
11 H 1.720 -4.604 4.097
12 O 2.248 -4.971 3.432
13 H 0.198 -1.723 -5.149
14 H -1.371 -1.754 -5.573
15 O -0.423 -1.945 -5.716
16 H 2.627 0.562 -0.033
17 O 2.143 0.123 -0.862
18 H -2.177 4.782 3.698
19 O -1.779 4.110 3.395
20 H 0.976 5.676 -0.698
21 H 0.935 6.685 -1.737
22 O 1.498 5.968 -1.347
23 H -2.753 -4.408 -0.019
24 H -3.661 -4.570 -1.015
25 O -3.675 -4.497 -0.179
26 H 0.747 -1.672 -2.973
27 H 2.032 -1.865 -3.795
28 O 1.227 -2.299 -3.404
29 H 2.520 1.744 3.764
30 H 2.064 1.905 2.411
31 O 1.687 1.730 3.315
32 H -0.631 -1.148 0.334
33 O -1.225 -0.544 0.750
34 H -5.562 -3.400 1.722
35 H -4.617 -3.270 2.473
36 O -5.351 -2.638 2.233
37 H -0.898 2.475 0.219
38 H -0.174 1.249 0.680
39 O -0.155 1.951 0.066
40 H -3.189 4.273 -0.110
41 H -3.293 5.154 1.014
42 O -3.253 5.225 0.183
43 H -4.969 -0.666 0.454
44 H -6.425 -0.631 0.317
45 O -5.681 -0.158 -0.032
46 H -1.860 -1.260 -3.098
47 H -2.154 -2.511 -3.811
48 O -2.491 -1.934 -3.123
49 H -1.806 0.944 -2.148
50 H -0.455 0.791 -1.232
51 O -0.967 0.584 -1.975
52 H -4.453 1.803 -1.716
53 O -3.917 1.600 -2.543
54 H 2.369 -3.115 1.660
55 H 1.710 -3.425 0.355
56 O 1.665 -2.617 1.006
57 H 2.422 2.917 -3.036
58 O 2.465 2.414 -2.271
59 H 4.509 2.449 -0.953
60 H 5.548 3.380 -1.468
61 O 5.148 3.224 -0.650
62 H -0.162 -1.207 -1.386
63 H 1.129 -1.577 -0.804
64 O 0.382 -1.996 -0.897
65 H 0.143 3.880 -5.175
66 H 0.584 4.861 -3.921
67 O 0.845 4.434 -4.654
68 H 3.073 -0.230 -3.518
69 H 1.862 -0.201 -4.636
70 O 2.822 -0.373 -4.380
71 H -4.148 0.333 2.093
72 H -4.287 -1.094 1.696
73 O -3.772 -0.402 1.600
74 H -0.318 -0.345 5.977
75 H -1.005 -1.004 4.682
76 O -1.123 -0.511 5.434
77 H 2.963 -2.427 -0.794
78 H 3.963 -3.497 -1.308
79 O 3.715 -2.540 -1.299
80 H 2.249 -0.449 4.625
81 H 2.564 -1.662 3.887
82 O 2.746 -1.300 4.702
83 H -0.255 -4.807 -1.364
84 H -0.597 -5.809 -2.550
85 O -0.274 -5.727 -1.591
86 H 1.829 -4.259 -1.686
87 H 2.538 -5.597 -0.912
88 O 2.234 -4.668 -0.736
89 H 2.789 3.181 0.728
90 O 2.359 2.414 0.919
91 H -0.921 -3.486 2.912
92 H -0.209 -2.245 2.444
93 O -1.113 -2.737 2.637
94 H -4.185 0.627 -2.539
95 H 2.380 0.620 -1.646
96 H 2.236 3.013 -1.530
97 H -1.258 4.272 2.688
98 H -2.067 -0.937 1.086
99 H 1.491 2.285 0.717
100 O -3.151 2.380 -0.575
101 H -2.737 2.776 -1.312
102 H -2.601 1.679 -0.539
103 O 4.449 -0.456 2.331
104 H 4.371 0.226 2.850
105 H 4.428 -1.455 2.643
106 O -0.394 4.538 -2.534
107 H -0.359 3.696 -2.807
108 H 0.483 4.905 -2.402
109 O 4.777 -1.474 -3.321
110 H 4.434 -1.838 -4.226
111 H 4.097 -1.834 -2.765
112 O -3.026 -2.443 5.724
113 H -2.744 -1.579 6.003
114 H -2.934 -2.637 4.939
115 O 0.366 0.963 -4.236
116 H -0.439 0.797 -3.708
117 H 0.106 1.026 -5.166
118 O 3.965 -3.149 3.926
119 H 3.846 -4.086 3.555
120 H 3.570 -3.239 4.828

Computed properties:
Energy relative to the best compared isomer or geometry (same formula, charge and spin) in eV: 18.538
HOMO level in Eh: -0.3781
Frontier orbital gap in eV: 9.847
E_tot in eV: -83187.27793

=====

No. 2
# C29H41F5FeOP2

A molecular structure, C29H41F5FeOP2 in a non-equilibrium geometry (ωB97M-V/def2-TZVPD, OMol25).

Element x y z (Å)
1 Fe 0.491 0.304 1.803
2 C 1.097 2.103 3.334
3 C -0.270 2.288 2.939
4 C -0.103 0.243 4.030
5 C 1.201 0.839 4.004
6 C -1.021 1.141 3.376
7 C 2.184 3.111 3.240
8 H 2.054 3.769 2.370
9 H 3.165 2.625 3.154
10 H 2.211 3.751 4.137
11 C 2.400 0.319 4.701
12 H 3.307 0.858 4.403
13 H 2.554 -0.745 4.474
14 H 2.297 0.418 5.791
15 C -0.478 -0.981 4.765
16 H -0.570 -0.781 5.842
17 H 0.280 -1.761 4.630
18 H -1.437 -1.376 4.413
19 C -2.500 0.988 3.362
20 H -2.962 1.387 4.281
21 H -2.780 -0.072 3.291
22 H -2.957 1.516 2.516
23 C -0.855 3.543 2.413
24 H -1.261 4.150 3.237
25 H -1.679 3.348 1.716
26 H -0.105 4.157 1.901
27 C 1.950 0.182 -0.011
28 C 1.777 1.535 0.192
29 C 0.871 2.451 -0.557
30 C -0.512 1.859 -0.923
31 C -1.135 0.967 0.097
32 C -0.953 -0.402 0.204
33 C -0.106 -1.242 -0.709
34 C 1.294 -0.667 -1.056
35 H 1.342 2.794 -1.499
36 H -0.435 1.357 -1.902
37 H 0.729 3.360 0.054
38 H 1.250 -0.153 -2.030
39 H 2.852 -0.257 0.433
40 H 2.534 2.052 0.793
41 H 1.954 -1.536 -1.216
42 H 0.033 -2.216 -0.212
43 H -1.668 -0.980 0.810
44 H -0.623 -1.451 -1.662
45 H -1.189 2.713 -1.087
46 H -2.008 1.393 0.603
47 P -0.643 0.538 -4.538
48 C 0.863 -0.209 -5.308
49 C -0.776 1.954 -5.722
50 P -3.370 -0.633 -4.384
51 C -1.829 -0.585 -5.432
52 C -4.460 0.347 -5.519
53 C -3.957 -2.263 -5.020
54 H 1.028 -1.218 -4.908
55 H 1.729 0.419 -5.073
56 H 0.715 -0.262 -6.396
57 H -0.616 1.592 -6.745
58 H 0.002 2.684 -5.464
59 H -1.757 2.436 -5.648
60 H -3.985 -2.237 -6.117
61 H -4.965 -2.428 -4.622
62 H -3.291 -3.064 -4.680
63 H -1.386 -1.594 -5.531
64 H -2.070 -0.186 -6.434
65 H -5.486 0.218 -5.153
66 H -4.387 -0.046 -6.541
67 H -4.213 1.415 -5.506
68 F 4.091 -5.860 3.004
69 C 3.335 -4.772 2.762
70 C 3.938 -3.520 2.637
71 F 5.275 -3.402 2.777
72 C 3.161 -2.410 2.388
73 F 3.779 -1.193 2.291
74 C 1.752 -2.490 2.263
75 O 1.000 -1.456 2.067
76 C 1.171 -3.781 2.402
77 F -0.179 -3.892 2.295
78 C 1.948 -4.896 2.641
79 F 1.360 -6.106 2.770

Computed properties:
Energy relative to the best compared isomer or geometry (same formula, charge and spin) in eV: 0.000
HOMO level (alpha / beta) in Eh: -0.4010 / -0.4011
Net charge: +1
Frontier orbital gap (alpha / beta) in eV: 8.350 / 6.405
E_tot in eV: -99329.56090
2S+1: 6
<S²>: 8.78

=====

No. 3
# C38H43NO3P2Sr

A molecular structure, C38H43NO3P2Sr (ωB97M-V/def2-TZVPD, OMol25).

Element x y z (Å)
1 Sr 1.536 1.731 -0.130
2 C 4.875 0.172 -0.451
3 O 4.028 1.153 0.173
4 C 4.619 1.786 1.319
5 C 3.663 1.708 2.490
6 O 2.358 2.226 2.187
7 C 2.086 3.600 2.486
8 C 2.507 4.585 1.418
9 O 1.917 4.248 0.157
10 C 2.165 5.269 -0.828
11 H 5.815 0.629 -0.764
12 H 5.067 -0.652 0.237
13 H 4.349 -0.208 -1.323
14 H 5.538 1.269 1.603
15 H 4.883 2.813 1.060
16 H 3.506 0.661 2.748
17 H 4.083 2.221 3.358
18 H 1.008 3.661 2.643
19 H 2.577 3.887 3.419
20 H 2.153 5.570 1.739
21 H 3.594 4.645 1.311
22 H 1.764 6.225 -0.491
23 H 3.237 5.370 -1.006
24 H 1.662 4.980 -1.748
25 C -0.400 -1.806 0.218
26 N -1.652 -1.612 -0.458
27 C -1.886 -0.368 -1.144
28 P -1.579 1.137 -0.069
29 C -2.580 0.766 1.391
30 C -1.984 0.766 2.651
31 C -2.723 0.427 3.775
32 C -4.061 0.086 3.642
33 C -4.664 0.089 2.389
34 C -3.928 0.428 1.267
35 C -2.454 2.437 -0.994
36 C -2.153 2.625 -2.345
37 C -2.767 3.639 -3.065
38 C -3.677 4.480 -2.440
39 C -3.973 4.304 -1.096
40 C -3.365 3.288 -0.372
41 C -2.746 -2.440 -0.109
42 C -2.821 -3.026 1.152
43 C -3.893 -3.845 1.478
44 C -4.911 -4.070 0.564
45 C -4.839 -3.481 -0.692
46 C -3.759 -2.683 -1.035
47 P 1.065 -1.354 -0.841
48 C 0.841 -2.330 -2.343
49 C 0.236 -3.586 -2.317
50 C 0.084 -4.302 -3.494
51 C 0.536 -3.773 -4.697
52 C 1.138 -2.524 -4.730
53 C 1.284 -1.801 -3.555
54 C 2.395 -2.160 0.113
55 C 3.273 -3.072 -0.467
56 C 4.321 -3.601 0.276
57 C 4.499 -3.229 1.601
58 C 3.624 -2.324 2.189
59 C 2.583 -1.786 1.446
60 H -0.304 -2.855 0.495
61 H -0.310 -1.226 1.153
62 H -2.923 -0.326 -1.469
63 H -1.262 -0.273 -2.043
64 H -0.936 1.031 2.749
65 H -2.259 0.429 4.753
66 H -4.639 -0.180 4.516
67 H -5.707 -0.180 2.286
68 H -4.405 0.428 0.294
69 H -1.456 1.962 -2.849
70 H -2.544 3.767 -4.116
71 H -4.160 5.268 -3.002
72 H -4.688 4.955 -0.609
73 H -3.613 3.147 0.673
74 H -2.060 -2.823 1.896
75 H -3.938 -4.295 2.461
76 H -5.749 -4.702 0.824
77 H -5.618 -3.662 -1.421
78 H -3.693 -2.268 -2.034
79 H -0.121 -4.009 -1.386
80 H -0.389 -5.275 -3.473
81 H 0.417 -4.338 -5.612
82 H 1.488 -2.115 -5.668
83 H 1.745 -0.819 -3.574
84 H 3.132 -3.376 -1.497
85 H 4.994 -4.314 -0.180
86 H 5.307 -3.654 2.181
87 H 3.744 -2.055 3.232
88 H 1.891 -1.093 1.921

Computed properties:
Energy relative to the best compared isomer or geometry (same formula, charge and spin) in eV: 0.000
HOMO level in Eh: -0.4425
Net charge: +2
Frontier orbital gap in eV: 6.661
E_tot in eV: -67138.02085